# 1
DFT (the ωB97M-V functional and the def2-TZVPD basis) results for a cluster of 5 separate species, H10O5 in total.

Summary:
HOMO level: -10.567 eV
molar mass: 90.08 g/mol
HOMO-LUMO gap: 10.7 eV
F_max: 0.016 Eh/bohr
SMILES: O.O.O.O.O
lowest unoccupied orbital energy: 0.085 eV

Last column: Löwdin charge in e.
Element x y z (Å)
O  1.617  -0.783  0.800  -0.0530
O  2.576  -2.295  -1.077  -0.0649
O  -3.814  1.034  -0.632  -0.0568
O  -2.099  -1.292  0.033  -0.0487
O  2.488  3.237  -0.293  -0.0609
H  0.704  -0.475  0.798  0.0253
H  1.557  -1.694  1.110  0.0305
H  2.629  -2.734  -0.221  0.0200
H  -2.371  -1.620  0.898  0.0436
H  1.630  -2.238  -1.253  0.0338
H  -1.770  -0.404  0.213  0.0159
H  -4.736  0.815  -0.455  0.0406
H  -3.371  0.882  0.211  0.0133
H  2.617  4.072  -0.756  0.0311
H  2.345  3.496  0.624  0.0301



# 2
DFT (the ωB97M-V functional and the def2-TZVPD basis) results for a structure of composition C12H22AsBrN2O2STi in a non-equilibrium geometry.

Summary:
HOMO level: -14.898 eV
molar mass: 461.08 g/mol
HOMO-LUMO gap: 7.0 eV
F_max: 0.181 Eh/bohr
lowest unoccupied orbital energy: -7.901 eV
total charge: +2

Last column: Löwdin charge in e.
Element x y z (Å)
O  -1.753  1.977  2.337  -0.1607
N  -1.727  -0.737  -0.015  -0.1479
H  3.260  2.886  -0.705  0.0628
H  3.994  1.460  0.141  0.0530
H  -0.105  2.294  5.142  0.1438
Ti  -0.900  0.694  1.151  0.6581
H  1.684  0.866  4.230  0.1389
Br  -1.926  -1.081  2.661  1.1016
As  2.324  0.694  -1.645  0.6533
H  -3.307  -1.688  -3.683  0.1066
H  1.159  2.427  -3.129  0.0636
H  3.203  -1.547  -0.771  0.0550
C  -0.297  1.740  4.215  -0.1013
C  2.879  -1.189  -1.770  -0.2166
C  -1.916  -1.064  -1.313  -0.0402
H  0.717  0.745  -3.639  0.0478
H  -0.848  0.834  4.496  0.0953
C  -1.167  2.591  3.278  -0.5789
C  -2.578  -2.210  -1.743  -0.2061
H  3.723  -1.276  -2.485  0.0591
O  -1.237  3.816  3.603  0.0954
H  4.564  1.924  -1.514  0.0583
H  -1.566  1.847  -0.002  0.0740
H  -1.504  -0.351  -2.024  0.1279
H  0.750  -0.596  2.542  0.1710
C  -2.219  -1.588  0.890  -0.6609
H  2.328  1.436  -4.093  0.0581
H  -3.272  -3.411  1.357  0.1332
C  1.023  1.403  3.543  -0.2446
H  -3.282  -3.430  -3.371  0.0990
C  -3.075  -3.071  -0.764  0.0575
H  -3.601  -3.982  -1.038  0.1475
C  -2.894  -2.757  0.580  -0.0274
N  0.714  0.598  2.406  -0.2605
S  0.916  0.694  -0.424  0.3867
C  3.683  1.869  -0.843  -0.2136
H  1.535  2.318  3.225  0.1473
H  -1.762  -2.581  -3.683  0.0989
C  1.546  1.403  -3.307  -0.2153
H  1.648  0.338  1.495  0.1419
C  -2.741  -2.493  -3.203  -0.0132
H  2.028  -1.804  -2.127  0.0517



- HOMO-LUMO gap of number 1 (H10O5)?
  10.7 eV